Record 1
Formula: C5H6O
Source: the OMol25 dataset
Level of theory: ωB97M-V with the def2-TZVPD basis set

Summary:
* SMILES: O=C1CC=CC1
* maximum force: 0.70 eV Å⁻¹
* molecular weight: 82.102 g/mol
* ΔE to the lowest compared entry with this formula, charge and spin: 19.4 kJ/mol

The geometry in XYZ format:
```
12
Properties=species:S:1:pos:R:3:forces:R:3:mulliken_charge:R:1
O -1.9279 -1.3671 -0.2994 0.58 0.30 0.26 -0.5648
C -0.9527 -0.6865 -0.0788 -0.48 -0.32 -0.17 0.2611
C 0.4938 -1.1789 -0.0320 -0.03 -0.05 -0.02 -0.4260
C 1.2825 0.1013 0.0198 -0.07 0.14 -0.01 -0.3487
C 0.5032 1.1836 0.0665 0.13 -0.15 0.04 -0.3477
C -0.9631 0.8335 0.0666 -0.04 0.02 -0.05 -0.4307
H 0.6922 -1.7949 -0.9174 0.00 0.08 0.13 0.2761
H 0.6557 -1.8195 0.8450 -0.06 0.08 -0.11 0.2588
H 2.3687 0.1171 0.0241 -0.18 0.04 0.01 0.3940
H 0.8801 2.1999 0.1377 -0.12 -0.15 -0.07 0.3931
H -1.4840 1.1627 0.9759 0.07 -0.18 -0.12 0.2686
H -1.5469 1.2131 -0.7805 0.19 0.19 0.10 0.2662
```
Positions in Å, forces in eV/Å.

Record 2
Formula: C5H6O
Source: the OMol25 dataset
Level of theory: ωB97M-V with the def2-TZVPD basis set

Summary:
* SMILES: C#CCC(C)=O
* maximum force: 1.46 eV Å⁻¹
* molecular weight: 82.102 g/mol
* ΔE to the lowest compared entry with this formula, charge and spin: 279.8 kJ/mol

The geometry in XYZ format:
```
12
Properties=species:S:1:pos:R:3:forces:R:3:mulliken_charge:R:1
C 0.9453 -1.2450 0.7835 0.03 -0.10 0.02 -1.0485
C 0.4826 0.1124 0.3280 0.11 0.21 0.29 0.4798
O 0.4867 1.0541 1.0846 0.21 -0.39 -0.46 -0.5057
C -0.0500 0.2733 -1.1250 0.10 -0.07 -0.14 -0.1718
C -1.3712 0.8201 -0.8822 -0.37 0.11 0.12 -0.4481
C -2.2341 1.3589 -0.2268 0.99 -0.15 -0.37 -0.1049
H 2.0403 -1.2382 0.7905 -0.09 -0.08 -0.03 0.2713
H 0.5941 -2.0552 0.1421 0.06 0.09 0.08 0.3277
H 0.6051 -1.3934 1.8115 0.10 -0.01 -0.15 0.3242
H -0.0516 -0.6599 -1.6879 0.10 0.01 0.09 0.2997
H 0.5624 1.0177 -1.6473 0.00 -0.19 0.02 0.2424
H -2.0096 1.9552 0.6288 -1.24 0.57 0.53 0.3339
```
Positions in Å, forces in eV/Å.

Record 3
Formula: C5H6O
Source: the OMol25 dataset
Level of theory: ωB97M-V with the def2-TZVPD basis set

Summary:
* maximum force: 4.70 eV Å⁻¹
* molecular weight: 82.102 g/mol
* ΔE to the lowest compared entry with this formula, charge and spin: 618.8 kJ/mol

The geometry in XYZ format:
```
12
Properties=species:S:1:pos:R:3:forces:R:3:mulliken_charge:R:1
C 1.3620 -2.4090 -1.4416 -2.44 3.41 1.49 -0.2313
C 0.7790 -1.3728 -1.0649 2.83 -1.26 -1.32 -0.4677
C -0.5850 0.2237 0.2178 0.33 -0.71 -2.06 -0.1908
C -1.1528 1.2524 1.1395 2.79 -3.78 0.05 -0.9033
C 0.6525 -0.0017 -0.7392 -0.97 1.44 -1.07 0.4012
O 0.8309 0.9576 -1.7856 -0.33 -0.70 1.87 -0.4937
H 1.7037 -3.3754 -1.4051 0.70 -1.66 -0.40 0.4365
H -0.5217 -0.8233 0.6427 -1.06 1.34 -0.04 0.2517
H -1.2262 0.3121 -0.7318 -0.14 -0.71 1.34 0.1801
H -1.6457 2.0585 0.7904 -1.37 2.60 -0.93 0.3916
H -1.3813 0.7461 2.0457 -0.47 0.52 0.93 0.3031
H 1.0208 0.5686 -2.6440 0.14 -0.50 0.15 0.3227
```
Positions in Å, forces in eV/Å.

Record 4
Formula: C5H6O
Source: the OMol25 dataset
Level of theory: ωB97M-V with the def2-TZVPD basis set

Summary:
* SMILES: C=C[C@@H]1CC1=O
* maximum force: 0.65 eV Å⁻¹
* molecular weight: 82.102 g/mol
* ΔE to the lowest compared entry with this formula, charge and spin: 196.3 kJ/mol

The geometry in XYZ format:
```
12
Properties=species:S:1:pos:R:3:forces:R:3:mulliken_charge:R:1
O 1.8943 -0.8670 1.4688 -0.29 0.47 -0.33 -0.5138
C 1.2894 -0.0576 0.8270 0.23 -0.26 0.22 0.5656
C 1.2132 0.8004 -0.3585 0.16 0.00 -0.12 -0.6306
C -0.0045 0.6340 0.6033 -0.14 -0.03 0.12 -0.1058
C -1.1624 -0.2381 0.2668 -0.01 -0.14 -0.11 -0.1806
C -1.2900 -0.9836 -0.8275 0.02 0.10 0.09 -0.7159
H 1.1862 0.3683 -1.3570 -0.01 -0.01 0.19 0.2082
H 1.7123 1.7655 -0.3017 -0.10 -0.13 0.00 0.2542
H -0.2255 1.5083 1.2141 0.06 -0.16 -0.08 0.3890
H -1.9176 -0.3062 1.0483 0.09 0.00 -0.12 0.3111
H -2.1323 -1.6578 -0.9471 0.09 0.15 0.01 0.2521
H -0.5631 -0.9660 -1.6364 -0.09 0.01 0.14 0.1665
```
Positions in Å, forces in eV/Å.

- ΔE to the lowest compared entry with this formula, charge and spin of number 4 (C5H6O)?
  196.3 kJ/mol

- Number 4 is which compound?
  C5H6O